Computed, not measured: C5H8O in the gas phase, with ωB97M-V/def2-TZVPD.

Values from the calculation:
- Orbital gap (alpha / beta): 7.193 / 7.372 eV
- Energy relative to the best compared isomer or geometry (same formula, charge and spin): 4.643 eV
- E_LUMO (alpha / beta): -1.17 / -1.05 eV
- 2S+1: 1
- Electronic energy: -270.387278 hartree

Cartesian coordinates (Å):
C  -0.599  1.436  0.205
C  -0.074  -0.405  -1.127
C  1.201  -0.634  -0.380
C  0.343  -0.809  0.867
C  -0.947  -0.173  0.009
O  -2.165  -0.408  0.189
H  -1.168  1.986  -0.546
H  -1.041  1.607  1.188
H  0.452  1.734  0.192
H  -0.316  -0.710  -2.150
H  1.693  -1.554  -0.715
H  1.938  0.176  -0.397
H  0.124  -1.854  1.084
H  0.577  -0.255  1.778

How positive or negative is each atom? The natural (NBO) charges in e answer that: -0.57, 0.10, -0.50, -0.39, 0.27, -0.69, 0.22, 0.24, 0.19, 0.20, 0.25, 0.23, 0.23, 0.22